# C32H56N4O7S

4 unconnected molecules or ions with the total composition C32H56N4O7S in a non-equilibrium geometry (ωB97M-V/def2-TZVPD, the Open Molecules 2025 dataset).

Results
- structure (SMILES) = O=CCc1ccc2c(c1)Sc1ccccc1N2.COCCNCCOC.COCCNCCOC.COCCNCCOC
- total charge = 0
- largest force on an atom (eV/A) = 1.60
- HOMO-LUMO gap (eV) = 8.8
- HOMO level (hartree) = -0.3018

Geometry as XYZ:
```
100
C32H56N4O7S ωB97M-V/def2-TZVPD
O 0.723 -2.899 -5.171
C 0.260 -4.007 -4.977
C 0.477 -4.676 -3.602
C 0.235 -3.623 -2.519
C -0.938 -2.900 -2.487
C -1.188 -1.916 -1.552
C -0.218 -1.655 -0.604
C 0.958 -2.381 -0.642
C 1.208 -3.361 -1.574
S 2.178 -1.941 0.597
C 1.958 -0.162 0.620
C 3.013 0.721 0.718
C 2.706 2.057 0.692
C 1.414 2.519 0.607
C 0.366 1.624 0.518
C 0.652 0.277 0.508
N -0.446 -0.647 0.389
H -0.272 -4.506 -5.816
H 1.544 -4.933 -3.578
H -0.136 -5.571 -3.451
H -1.701 -3.101 -3.240
H -2.108 -1.339 -1.561
H 2.154 -3.897 -1.557
H 4.034 0.359 0.798
H 3.480 2.818 0.733
H 1.207 3.587 0.611
H -0.680 1.911 0.457
H -0.585 -1.091 1.297
C 7.087 4.990 6.870
O 5.719 4.695 7.090
C 4.873 5.840 7.042
C 3.952 5.776 5.839
N 4.696 5.959 4.598
C 3.921 5.671 3.393
C 3.455 4.232 3.174
O 4.513 3.317 2.933
C 5.104 2.777 4.103
H 7.656 4.080 7.054
H 7.265 5.306 5.837
H 7.437 5.766 7.557
H 5.447 6.771 7.052
H 4.260 5.818 7.948
H 3.195 6.560 5.922
H 3.446 4.802 5.863
H 5.506 5.352 4.609
H 4.551 5.947 2.543
H 3.051 6.334 3.368
H 2.848 4.227 2.267
H 2.801 3.871 3.976
H 4.386 2.683 4.921
H 5.958 3.379 4.423
H 5.480 1.783 3.858
C -1.707 4.610 -4.214
O -1.146 4.090 -5.405
C 0.186 3.609 -5.245
C 0.236 2.103 -5.414
N -0.412 1.428 -4.295
C -0.615 -0.006 -4.502
C -1.570 -0.429 -5.614
O -2.928 -0.085 -5.376
C -3.299 1.219 -5.785
H -2.664 5.065 -4.469
H -1.885 3.818 -3.479
H -1.062 5.378 -3.777
H 0.616 3.914 -4.286
H 0.784 4.066 -6.038
H 1.280 1.781 -5.469
H -0.252 1.861 -6.367
H -1.313 1.858 -4.133
H -1.004 -0.403 -3.563
H 0.355 -0.482 -4.664
H -1.547 -1.521 -5.657
H -1.249 -0.081 -6.603
H -2.731 1.555 -6.656
H -3.182 1.933 -4.965
H -4.357 1.197 -6.050
C -2.534 -3.157 2.016
O -3.007 -3.667 0.784
C -2.494 -4.959 0.476
C -3.600 -5.996 0.507
N -4.065 -6.228 1.871
C -5.285 -7.028 1.954
C -6.565 -6.434 1.370
O -7.047 -5.300 2.068
C -6.488 -4.061 1.665
H -2.872 -2.124 2.098
H -2.939 -3.721 2.862
H -1.439 -3.172 2.053
H -1.669 -5.238 1.137
H -2.098 -4.906 -0.544
H -3.225 -6.936 0.092
H -4.411 -5.632 -0.137
H -4.239 -5.335 2.313
H -5.463 -7.217 3.016
H -5.099 -8.002 1.489
H -7.345 -7.194 1.469
H -6.481 -6.224 0.297
H -6.224 -4.054 0.604
H -5.612 -3.813 2.270
H -7.236 -3.286 1.840
```